Formula: C33H59Cl3F2LiN7NaO17S4
Source: OMol25
Level of theory: ωB97M-V/def2-TZVPD

As for the charge: -1. For the LUMO energy, the calculation gives -1.216 eV. Its largest force on an atom is 0.140 hartree/bohr. As for the HOMO energy: -2.179 eV. As for the total energy: -171344.1691 eV.

Positions of all 127 atoms, in Å:
C -3.327 -1.176 7.647
C -2.908 -0.972 6.059
C -2.909 0.600 5.513
C -2.520 -2.134 5.215
C -3.534 -2.895 4.126
C -2.868 -2.641 2.647
C -3.792 -3.102 1.377
C -5.363 -2.566 1.589
C -3.181 -2.771 -0.103
C -1.908 -1.743 -0.134
N -2.283 -0.311 0.142
C -2.799 0.617 -0.712
N -3.057 2.045 -0.194
C -3.575 2.750 -1.464
C -4.009 4.318 -1.672
O -4.749 4.916 -0.552
C -3.879 5.259 0.582
C -4.654 5.842 1.942
C -3.789 6.308 3.281
C -2.130 6.196 3.278
C -1.336 5.628 1.958
C -2.244 5.172 0.633
N -3.603 1.664 -2.556
N -3.154 0.388 -2.149
C -3.131 -0.786 -3.084
O -3.487 -0.390 -4.487
N -2.342 0.088 -5.058
O -2.635 0.902 -5.947
H -3.389 -2.318 7.916
H -4.368 -0.612 7.779
H -2.561 -0.604 8.362
H -2.144 1.265 6.142
H -2.642 0.700 4.377
H -3.971 1.072 5.712
H -1.389 -2.505 5.308
H -4.595 -2.420 4.280
H -3.518 -4.040 4.462
H -2.494 -1.533 2.622
H -1.885 -3.318 2.608
H -3.880 -4.291 1.444
H -5.806 -3.163 2.523
H -6.016 -2.932 0.664
H -5.431 -1.415 1.785
H -2.811 -3.794 -0.582
H -4.082 -2.408 -0.773
H -1.041 -2.018 0.640
H -1.393 -1.885 -1.202
H -2.122 0.022 1.142
H -4.753 4.334 -2.605
H -3.069 4.961 -2.027
H -5.841 5.956 1.982
H -4.354 6.706 4.247
H -1.457 6.507 4.212
H -0.159 5.542 1.891
H -1.634 4.800 -0.293
H -3.954 1.974 -3.488
H -2.017 -1.201 -3.173
H -3.910 -1.626 -2.800
N -1.424 -8.033 -0.607
S 0.088 -7.641 -0.764
O 0.990 -7.990 0.328
O 0.399 -6.410 -1.481
F 0.531 -8.725 -1.859
S -2.139 -7.147 0.478
O -3.443 -7.663 0.894
O -2.091 -5.699 0.328
F -1.278 -7.388 1.800
Li -6.078 -2.530 3.986
O 1.805 6.563 1.102
H 1.991 6.440 0.189
C 3.721 6.400 6.158
O 2.563 6.427 6.554
N 4.123 6.044 4.888
C 5.517 6.038 4.496
C 3.121 5.666 3.913
H 4.562 6.670 6.818
H 5.653 6.732 3.661
H 5.791 5.027 4.181
H 6.161 6.343 5.325
H 2.426 6.500 3.775
H 2.564 4.803 4.293
H 3.587 5.412 2.958
Na -2.856 8.476 3.174
C 1.644 -2.453 -8.136
S 0.389 -2.791 -6.878
O -0.242 -4.110 -7.213
C -0.755 -1.492 -7.404
H 2.452 -3.179 -8.024
H 1.208 -2.548 -9.134
H 2.042 -1.446 -7.994
H -1.042 -1.646 -8.447
H -0.279 -0.516 -7.286
H -1.646 -1.538 -6.773
C 8.910 5.651 2.654
Cl 8.241 7.276 2.886
Cl 7.757 4.421 3.198
Cl 9.340 5.392 0.955
H 9.817 5.563 3.257
C 5.775 7.811 -1.241
C 4.660 6.804 -1.326
O 3.564 7.020 -0.810
C 4.936 5.523 -2.067
H 5.433 8.686 -0.678
H 6.632 7.374 -0.721
H 6.063 8.133 -2.245
H 5.755 4.984 -1.584
H 5.187 5.743 -3.108
H 4.042 4.892 -2.047
O 6.790 -4.840 -3.534
C 5.646 -5.004 -3.957
O 4.739 -4.005 -3.874
C 3.452 -4.020 -4.520
C 2.421 -4.718 -3.655
C 5.208 -6.340 -4.479
H 3.519 -4.446 -5.524
H 3.160 -2.972 -4.649
H 2.680 -5.768 -3.490
H 1.433 -4.675 -4.123
H 2.366 -4.247 -2.669
H 4.889 -6.968 -3.642
H 6.059 -6.812 -4.979
H 4.414 -6.282 -5.222
O -0.555 -12.162 -2.603
S -1.418 -11.947 -1.428
O -1.599 -13.222 -0.711
O -2.731 -11.441 -1.868
O -0.788 -10.963 -0.529

Atomic forces in eV per Å
1.659 1.054 -0.278
0.129 -0.389 -0.493
-1.712 -0.328 0.301
-0.484 0.926 0.814
2.687 1.275 -0.045
0.345 -1.090 -0.343
-0.685 -0.867 0.798
0.524 -0.872 -0.324
0.021 -0.676 -0.012
0.560 -1.368 -0.779
-0.077 0.737 0.011
-0.819 2.304 -0.221
-1.074 -2.139 -6.776
1.650 -5.127 1.597
0.054 -0.908 -1.840
3.548 -0.278 1.378
1.942 1.423 3.490
3.213 0.167 0.480
1.583 -1.981 -3.549
-1.191 -1.553 -3.172
-4.934 0.349 0.092
-1.648 1.209 2.465
-0.758 4.623 1.688
0.284 2.337 3.422
0.761 -1.911 -1.206
-0.248 -0.161 3.100
-0.446 3.488 -3.384
1.054 -2.913 2.893
0.068 2.471 -0.569
2.166 -1.416 -0.413
-1.654 -1.308 -1.268
-1.464 -1.851 -1.243
-0.519 -0.377 2.264
2.049 -0.638 -0.513
-3.088 -0.520 0.742
3.163 -0.549 0.064
-0.288 2.527 -0.875
-0.999 -1.934 -0.045
-2.116 1.453 0.147
0.349 2.564 -0.217
0.874 0.680 -2.624
1.302 1.060 2.107
0.001 -2.007 -0.484
-0.656 2.118 1.208
1.903 -0.341 1.224
-2.213 0.463 -1.679
-1.120 0.672 2.381
-0.416 -0.368 -2.172
1.485 -0.077 2.175
-1.939 -1.338 1.178
2.994 -0.381 -0.246
1.146 -1.109 -2.202
-1.732 -0.844 -2.052
-1.698 0.598 -0.188
-1.358 0.736 2.051
0.630 -1.476 0.928
-2.566 0.830 0.483
1.641 1.927 -0.464
-0.754 1.164 0.920
4.850 -0.960 -1.400
-1.783 0.873 -0.837
-1.033 -0.547 0.927
-0.983 0.514 0.483
-2.407 -0.609 1.679
1.729 0.584 -1.279
0.264 -0.531 -0.241
0.045 0.234 -0.190
-1.159 0.220 0.284
-1.366 -0.384 1.880
0.145 -0.081 -0.887
0.028 -0.352 -1.247
0.454 -0.048 -0.295
-0.216 0.541 1.980
-0.661 -0.114 0.065
-0.322 0.049 0.001
0.088 -0.009 -0.068
0.129 -0.191 0.032
-0.243 0.475 0.187
-0.112 -0.042 -0.044
0.080 -0.281 -0.340
-0.032 0.036 -0.122
-0.223 0.247 0.159
0.348 0.738 -0.406
0.040 0.008 -0.120
-0.287 -0.643 -0.219
0.370 0.903 0.095
-0.059 0.021 -0.128
-0.175 0.051 0.088
-0.049 -0.038 0.126
-0.039 -0.060 0.056
0.061 -0.082 0.086
-0.018 -0.083 0.045
0.256 -0.162 -0.126
0.064 -0.087 0.018
0.248 -0.119 -0.063
0.883 -0.108 -0.399
-0.014 0.042 0.202
-0.325 0.035 -0.218
-0.165 0.355 0.283
-1.881 0.305 0.870
2.082 -0.083 -1.405
-0.376 -0.249 0.057
0.030 -0.229 -0.111
0.095 0.018 -0.196
0.186 -0.124 0.054
0.087 0.048 -0.197
0.210 -0.068 0.072
0.189 0.171 0.042
-2.129 0.158 -0.718
1.477 0.031 0.811
0.614 0.349 -0.134
-0.336 -0.201 0.212
0.061 -0.145 0.081
0.135 -0.242 -0.691
0.089 -0.104 0.097
0.341 -0.059 0.099
-0.166 0.116 -0.060
0.094 -0.058 0.056
-0.017 -0.042 -0.183
-0.015 0.099 -0.121
-0.081 0.076 0.356
-0.168 -0.033 0.228
0.230 0.011 0.104
0.083 -0.376 -0.029
-0.153 -0.133 -0.139
-0.174 0.146 0.235
-0.048 0.157 -0.163


Formula: C33H60F2N3O11S3
Source: OMol25
Level of theory: ωB97M-V/def2-TZVPD

As for the charge: +1. For the LUMO energy, the calculation gives -2.886 eV. Its largest force on an atom is 0.164 hartree/bohr. As for the HOMO energy: -11.318 eV. As for the total energy: -100107.3506 eV.

Positions of all 112 atoms, in Å:
C 1.213 0.404 2.700
C 0.699 0.583 1.281
O 1.420 0.226 0.235
N -0.817 1.014 1.113
H -1.589 0.702 1.929
H -0.851 2.034 1.229
C -1.286 0.719 -0.311
H 2.215 0.135 2.600
H 0.569 -0.376 3.102
H 1.148 1.415 3.043
H -1.059 1.512 -1.080
H -2.477 0.652 -0.253
H -0.983 -0.192 -0.753
C 0.689 6.535 2.029
C 1.457 5.936 0.838
O 1.857 6.602 -0.138
N 1.521 4.474 0.811
H 1.960 4.509 1.783
H 0.619 4.049 1.150
C 2.115 3.827 -0.432
H 1.289 6.559 2.900
H -0.211 5.939 2.393
H 0.502 7.508 1.472
H 2.201 2.806 -0.271
H 3.124 4.112 -0.589
H 1.318 4.031 -1.210
C -4.113 3.482 2.424
C -3.219 3.656 3.565
O -3.559 4.510 4.461
N -1.949 2.866 3.662
H -2.071 1.880 3.431
H -1.518 3.190 2.736
C -0.932 3.056 4.789
H -5.057 2.839 2.871
H -3.501 3.092 1.550
H -4.456 4.348 2.135
H -1.305 2.841 5.813
H -0.636 4.202 4.884
H 0.011 2.544 4.715
O -0.929 3.727 1.442
H -1.490 4.231 1.034
O -2.536 0.357 2.930
H -3.257 -0.199 2.980
F -4.832 4.014 -0.616
C -4.342 2.938 -1.346
C -5.096 1.713 -1.279
C -4.648 0.585 -2.016
C -3.496 0.759 -2.845
C -2.927 2.004 -2.991
C -3.338 3.105 -2.335
H -5.920 1.633 -0.732
H -5.268 -0.337 -1.798
H -3.088 -0.208 -3.272
H -2.069 2.203 -3.690
H -2.980 4.106 -2.400
F 0.384 1.868 -3.075
C 1.539 1.432 -3.702
C 2.357 0.629 -3.068
C 3.382 -0.116 -3.695
C 3.407 -0.033 -5.163
C 2.556 0.797 -5.834
C 1.645 1.631 -5.147
H 2.238 0.711 -1.854
H 4.064 -0.777 -3.117
H 4.048 -0.411 -5.915
H 2.830 0.831 -6.939
H 0.845 2.372 -5.460
C -2.021 -2.743 2.053
C -1.429 -3.254 3.330
C -1.059 -4.639 3.232
S -0.842 -4.959 1.573
O -1.172 -6.314 1.403
O 0.447 -4.426 1.073
C -2.105 -3.860 1.101
H -1.549 -1.979 1.384
H -3.047 -2.020 2.207
H -2.171 -3.220 3.956
H -0.568 -2.529 3.635
H -1.801 -5.509 3.671
H 0.012 -4.704 3.567
H -3.198 -4.339 1.249
H -2.147 -3.591 0.023
C 5.359 -3.539 1.814
C 4.525 -2.608 1.033
C 3.226 -3.146 1.063
S 3.036 -3.844 2.752
O 2.784 -5.314 2.631
O 2.182 -2.838 3.522
C 4.691 -3.583 3.201
H 6.389 -3.219 1.987
H 5.363 -4.550 1.652
H 4.853 -2.195 0.018
H 4.245 -1.792 1.408
H 2.906 -3.898 0.373
H 2.349 -2.405 1.012
H 5.204 -4.464 3.932
H 4.774 -2.598 3.752
C 0.703 -3.395 -5.621
C 0.272 -4.582 -4.674
C 0.376 -4.108 -3.347
S -0.448 -2.526 -3.497
O 0.101 -1.589 -2.532
O -1.836 -2.702 -3.580
C 0.209 -2.125 -5.112
H 0.286 -3.531 -6.624
H 1.758 -3.388 -5.711
H 1.038 -5.318 -4.909
H -0.714 -5.141 -4.780
H 1.395 -3.863 -2.761
H -0.322 -4.485 -2.607
H 1.065 -1.368 -4.951
H -0.510 -1.599 -5.604

Atomic forces in eV per Å
-1.899 0.642 -2.551
1.955 -2.740 -5.124
-4.515 2.604 5.674
2.760 -1.356 -1.574
-0.508 -1.521 0.116
0.154 0.858 -0.328
-3.515 1.653 0.169
1.543 -0.715 0.146
0.057 0.309 0.796
-0.319 0.413 1.416
0.049 -0.545 1.345
2.540 0.312 0.014
0.856 -1.135 0.207
-0.770 -0.087 -2.278
-0.786 2.768 -3.794
-1.052 -2.675 3.679
2.101 0.718 1.883
0.813 -1.625 -1.416
-1.933 0.011 -0.666
-1.994 1.278 0.400
1.007 0.773 0.805
0.882 0.747 -1.220
-0.317 -0.692 1.911
-0.453 -2.101 0.483
0.537 1.176 -0.539
1.523 -0.114 0.576
1.061 -6.595 0.654
-1.541 4.093 5.734
2.603 -4.033 -3.499
0.870 1.630 0.851
-1.422 -1.954 0.299
0.733 0.630 -0.365
-0.846 3.572 1.238
2.519 1.169 -1.661
-1.402 -0.431 0.936
-1.999 4.784 -1.186
-0.373 -0.164 -1.007
-0.848 -2.251 -0.548
-0.061 -0.690 -0.914
5.715 -4.717 3.943
-5.063 4.563 -3.907
3.573 2.968 -0.479
-2.161 -1.624 -0.059
0.855 -0.936 -0.739
-1.735 -1.313 -1.115
4.928 1.080 -2.686
-0.018 1.354 0.762
-1.228 -2.898 0.676
2.215 -0.434 -2.305
-2.513 1.069 3.576
-3.285 -0.087 2.479
1.310 0.864 -0.902
-0.284 1.612 0.086
-0.919 -0.778 0.634
0.682 0.417 -0.522
1.272 0.431 -0.291
-2.379 1.110 -4.970
2.763 -1.716 5.539
-0.323 0.103 -2.446
-0.130 0.083 3.293
-0.758 2.299 -1.135
-1.623 -0.001 2.259
0.335 -0.942 -3.146
-0.606 0.722 -0.572
1.354 -1.420 0.545
-1.250 0.462 1.441
1.384 -1.133 -0.572
-2.311 4.585 -2.178
3.821 4.027 -1.458
1.759 -3.449 1.997
2.078 0.969 -1.305
-0.281 -2.358 -1.283
-2.055 -0.443 0.599
-5.144 -1.358 -1.926
0.976 -0.125 1.553
2.300 -2.787 -0.264
-3.767 0.813 4.157
-1.470 -1.571 -0.137
2.026 2.476 -0.986
-1.041 -0.739 0.440
2.617 0.120 -0.207
0.586 -0.136 0.708
1.980 2.263 3.020
3.383 -3.320 -5.603
-6.331 -1.154 -0.138
-3.048 -0.403 0.319
0.215 3.113 0.898
1.538 -2.816 -1.446
2.738 -0.577 3.096
0.009 -0.010 -0.318
0.032 -2.419 -2.079
-0.084 -1.425 0.908
-0.108 7.208 4.389
0.231 -0.913 -0.312
1.408 -0.775 0.028
-1.866 2.355 -2.115
-0.223 -1.113 -0.598
-1.847 -1.890 -1.686
0.646 -2.454 -3.212
0.962 2.746 4.962
3.911 2.092 0.662
-0.554 -0.116 0.231
-3.007 -0.507 -0.106
2.925 1.904 2.887
0.266 -0.381 0.046
1.055 -0.153 0.038
-0.138 -0.483 0.236
1.012 1.283 -0.565
-2.035 -0.761 -1.819
0.257 -1.020 0.207
-1.319 -1.165 0.033
-2.227 1.018 -1.725